1.
A single C3H4N2P2 molecule. Source: the Open Molecules 2025 dataset; level of theory: wB97M-V/def2-TZVPD.

Atoms and positions in Å:
C (0.775, -1.139, -0.629)
C (0.377, 0.098, -0.838)
C (-0.696, 1.067, -0.819)
N (-0.167, -1.603, 0.228)
N (0.289, -0.169, 2.087)
P (1.609, 0.621, 2.036)
P (-0.944, -0.985, 1.504)
H (1.585, -1.616, -0.987)
H (-1.082, 1.006, 0.156)
H (-1.408, 0.685, -1.591)
H (-0.338, 2.035, -1.146)

Cartesian forces (eV/Å) of the 6 atoms listed first:
C -2.68 2.80 1.53
C 2.00 0.69 -1.92
C 0.67 -1.24 -2.30
N -2.10 -1.38 0.79
N 1.72 1.91 1.66
P -0.67 -0.25 -0.35

Output
E_HOMO (alpha / beta) (eV): -7.43 / -7.43
Spin multiplicity: 1

2.
A single C3H4N2S molecule. Source: the Open Molecules 2025 dataset; level of theory: wB97M-V/def2-TZVPD.

Atoms and positions in Å:
H (-1.586, -1.900, 0.236)
N (-1.133, -1.252, -0.323)
C (-0.402, -0.461, 0.419)
C (-0.663, -0.187, 1.786)
C (-0.902, 0.489, 2.843)
N (0.529, 0.396, -0.122)
S (1.035, 0.498, -1.875)
H (-0.550, 0.922, 3.820)
H (0.972, 0.785, 0.664)
H (0.637, -0.836, -1.893)

Cartesian forces (eV/Å) of the 6 atoms listed first:
H -1.58 -1.28 1.35
N 2.87 1.87 -0.46
C -1.81 -0.90 -3.46
C -0.95 3.65 5.93
C 2.54 -2.81 -3.24
N -0.66 -0.41 -0.99

Output
E_HOMO (eV): -8.84
Structure (SMILES): [H]/N=C(\C#C)NS
Spin multiplicity: 1

3.
A single C3H4N2S molecule. Source: the Open Molecules 2025 dataset; level of theory: wB97M-V/def2-TZVPD.

Atoms and positions in Å:
H (1.350, -0.197, -1.069)
N (1.396, -0.792, -0.286)
C (0.474, -0.748, 0.553)
C (0.575, -1.711, 1.558)
N (0.522, -2.367, 2.527)
S (-0.965, 0.225, 0.633)
C (-0.858, 1.256, -0.882)
H (-1.212, 2.299, -0.529)
H (-1.510, 0.619, -1.503)
H (0.228, 1.416, -1.002)

Cartesian forces (eV/Å) of the 6 atoms listed first:
H -0.27 1.10 -1.01
N 1.50 -0.93 -0.23
C -0.30 0.71 -1.47
C -0.72 -2.41 4.72
N 0.30 1.23 -2.37
S -0.54 0.54 0.79

Output
E_HOMO (eV): -9.83
Structure (SMILES): [H]/N=C(/C#N)SC
Spin multiplicity: 1